No. 1
C4H14N2 | ωB97M-V with the def2-TZVPD basis set

* charge: 0
* energy above the lowest of the compared OMol25 structures with the same formula, charge and spin: 32.7 kJ/mol
* E_LUMO: 1.09 eV

Geometry as XYZ:
```
20
C4H14N2 (ωB97M-V with the def2-TZVPD basis set)
C 2.2971 4.0871 0.0980
C 3.0552 3.4516 -1.0520
C 2.4384 2.1363 -1.5525
H 1.2363 4.1901 -0.1368
H 2.7663 5.0252 0.3821
H 2.2683 3.4495 0.9847
H 4.0711 3.2027 -0.7190
H 3.2369 4.1527 -1.8653
H 3.1585 1.4064 -1.9098
H 1.8509 1.6660 -0.7601
H 1.7070 2.3821 -2.3271
N -3.8309 -2.9953 0.7641
C -2.6268 -3.8210 0.9220
N -2.8605 -5.1506 1.4258
H -3.5621 -2.0561 0.4940
H -4.4207 -3.3328 0.0210
H -2.1127 -3.9132 -0.0410
H -2.0045 -3.2379 1.6064
H -2.8384 -5.2483 2.4221
H -3.8294 -5.3943 1.2433
```



No. 2
C5H8N2 | ωB97M-V with the def2-TZVPD basis set

* charge: 0
* energy above the lowest of the compared OMol25 structures with the same formula, charge and spin: 571.0 kJ/mol
* E_LUMO: 0.91 eV

Geometry as XYZ:
```
15
C5H8N2 (ωB97M-V with the def2-TZVPD basis set)
C 1.7925 -1.6235 -0.9500
C -0.3683 -0.4388 0.5754
C 1.4734 -1.5469 0.4122
C -1.2408 1.8951 -0.0580
C -0.2684 0.6237 -0.3671
N 2.5166 -0.6960 -0.4466
N -1.0699 -0.9817 1.3833
H 1.2823 -2.0607 -1.7716
H 1.6968 -2.0390 1.3261
H -2.1342 1.5614 0.3787
H -1.4840 2.5619 -0.8649
H -0.6279 2.3742 0.6324
H 0.7507 0.9526 -0.2366
H -0.2549 0.1111 -1.3095
H -2.0639 -0.6937 1.2963
```



No. 3
C8H12BrF6N3O2PTi | ωB97M-V with the def2-TZVPD basis set

* charge: +2
* 2S+1: 4
* energy above the lowest of the compared OMol25 structures with the same formula, charge and spin: 112.8 kJ/mol
* E_LUMO (spin up / spin down): -7.28 / -10.69 eV

Geometry as XYZ:
```
34
C8H12BrF6N3O2PTi (ωB97M-V with the def2-TZVPD basis set)
Ti 0.7833 -0.6867 0.2614
C 5.0175 2.0397 -1.0342
C 3.5668 2.2271 -0.9183
C 2.9210 3.4068 -1.3343
C 1.5653 3.4480 -1.1868
C 0.8413 2.3482 -0.6755
Br -0.9612 2.6563 -0.4103
N 1.4263 1.1189 -0.3010
C 2.7789 1.1670 -0.3865
H 5.5246 2.9242 -1.4075
H 5.2357 1.1954 -1.7033
H 5.4580 1.7354 -0.0769
H 3.4782 4.2413 -1.7343
H 1.0156 4.3421 -1.4486
H 3.3138 0.3020 -0.0249
C -4.4392 -1.0891 0.6134
O -3.2061 -0.3779 0.3330
C -2.0693 -0.9668 0.4152
O -1.0145 -0.3276 0.1374
N -1.9315 -2.2417 0.7805
N -0.6088 -2.7086 0.7872
H -5.2320 -0.3766 0.4208
H -4.4716 -1.3982 1.6575
H -4.5499 -1.9420 -0.0559
H -2.7049 -2.8630 0.9633
H -0.5000 -3.4447 0.0963
H -0.3836 -3.1141 1.6909
F 2.1914 -1.5987 -0.7638
P 3.0333 -2.6639 0.5030
F 1.8678 -1.6688 1.5373
F 1.7756 -3.5945 0.2542
F 3.8925 -3.2941 -0.5996
F 3.4912 -3.4220 1.7540
F 3.9816 -1.4208 0.7100
```



No. 4
C39H44BrCsN6O2 | ωB97M-V with the def2-TZVPD basis set

* charge: -2
* energy above the lowest of the compared OMol25 structures with the same formula, charge and spin: 98.1 kJ/mol
* E_LUMO: 3.27 eV

Geometry as XYZ:
```
93
C39H44BrCsN6O2 (ωB97M-V with the def2-TZVPD basis set)
Cs -0.9086 -1.0242 -0.7404
C 2.4872 2.0125 3.4597
C 0.9898 2.2690 3.5838
C 0.5835 3.3468 2.5739
C 0.1438 1.0153 3.4115
C -1.2515 1.1137 3.3924
C -2.0466 0.0048 3.1793
C -1.4834 -1.2589 2.9790
C -2.3561 -2.4377 2.6668
C -0.1053 -1.3653 3.0254
C 0.6951 -0.2458 3.2428
H 3.0391 2.9490 3.5667
H 2.7294 1.5941 2.4792
H 2.8571 1.3174 4.2149
H 0.8016 2.6605 4.5934
H 0.7045 2.9669 1.5576
H 1.2073 4.2378 2.6805
H -0.4567 3.6497 2.6866
H -1.7257 2.0799 3.5257
H -3.1232 0.1105 3.1167
H -2.9042 -2.7771 3.5499
H -1.7582 -3.2691 2.2919
H -3.0767 -2.1383 1.9016
H 0.3644 -2.3192 2.8219
H 1.7682 -0.3787 3.2454
N 2.1958 -0.0502 -4.0625
N 0.9661 0.6244 -3.8430
C -0.1704 -0.1671 -3.5919
O -1.0708 0.4057 -2.9381
O -0.1681 -1.3649 -3.9774
H 2.5275 -0.4815 -3.2002
H 2.8732 0.6431 -4.3529
H 1.0070 1.3406 -3.1286
N -2.0609 -3.0444 -4.3038
C -2.7998 -3.8877 -4.6054
H -1.3209 -2.2485 -4.0803
C -3.7618 3.4785 -1.9242
N -3.3256 3.0784 -0.6099
C -3.9178 3.8385 0.4591
C -3.2187 1.6421 -0.3764
C -4.4445 0.7517 -0.1311
C -5.7407 1.1851 -0.3783
C -6.8136 0.3220 -0.1602
C -6.5534 -0.9666 0.2792
C -5.2356 -1.3734 0.4932
C -4.1142 -0.5492 0.3164
H -3.4884 4.5256 -2.1030
H -4.8473 3.3911 -2.0955
H -3.2621 2.8650 -2.6756
H -3.6282 4.8929 0.3766
H -3.5526 3.4624 1.4167
H -5.0188 3.7972 0.4917
H -2.5593 1.4958 0.4889
H -2.6813 1.2322 -1.2390
H -5.9368 2.1882 -0.7427
H -7.8322 0.6509 -0.3426
H -7.3771 -1.6585 0.4424
H -5.1037 -2.4108 0.8132
Br 1.9960 6.7317 -1.2970
C 1.6806 4.8607 -1.1597
C 0.3872 4.3784 -1.2645
C 0.2117 3.0048 -1.1454
N 1.2216 2.1642 -0.9290
C 2.4566 2.6468 -0.8476
C 2.7468 4.0003 -0.9549
H -0.4601 5.0275 -1.4288
H -0.7798 2.5722 -1.2267
H 3.2508 1.9266 -0.6822
H 3.7637 4.3576 -0.8791
N 1.2095 -2.6535 0.2856
C 2.3252 -3.0406 -0.1015
C 2.6578 -4.5005 -0.3560
C 3.8619 -5.0773 0.0322
C 4.0827 -6.4424 -0.1071
C 3.1039 -7.2506 -0.6625
C 1.8992 -6.6825 -1.0677
C 1.6775 -5.3273 -0.9061
C 3.4787 -2.0743 -0.3329
C 3.6486 -1.0100 0.5557
C 4.6607 -0.0838 0.3787
C 5.5068 -0.1725 -0.7243
C 5.3283 -1.2046 -1.6330
C 4.3346 -2.1551 -1.4267
H 4.6388 -4.4485 0.4546
H 5.0229 -6.8731 0.2197
H 3.2735 -8.3142 -0.7830
H 1.1275 -7.3021 -1.5094
H 0.7368 -4.8703 -1.1867
H 2.9449 -0.9384 1.3760
H 4.7907 0.7165 1.1004
H 6.2945 0.5572 -0.8735
H 5.9683 -1.2762 -2.5054
H 4.2119 -2.9694 -2.1330
```



No. 5
C15H31NO2P2V | ωB97M-V with the def2-TZVPD basis set

* charge: +2
* 2S+1: 2
* energy above the lowest of the compared OMol25 structures with the same formula, charge and spin: 0.0 kJ/mol
* E_LUMO (spin up / spin down): -9.32 / -8.90 eV

Geometry as XYZ:
```
52
C15H31NO2P2V (ωB97M-V with the def2-TZVPD basis set)
P 1.4091 2.1912 0.0766
P 0.9762 -0.4890 2.1021
C 2.7982 1.1682 0.8097
C 2.4073 -0.3304 0.9332
H 3.0852 1.6143 1.7852
H 3.6167 1.2770 0.0745
H 2.1210 -0.7649 -0.0373
H 3.2621 -0.9099 1.3047
C 1.7879 -0.5766 3.7514
H 0.9922 -0.5016 4.5021
H 2.4912 0.2485 3.9191
H 2.3173 -1.5311 3.8477
C 0.1822 -2.0929 1.9710
H 0.8913 -2.9151 2.1023
H -0.3465 -2.2010 1.0229
H -0.5758 -2.1141 2.7664
C 1.9529 3.9393 0.0392
H 1.1456 4.5107 -0.4380
H 2.8759 4.0348 -0.5471
H 2.1105 4.3131 1.0591
C 1.6478 1.7264 -1.6813
H 1.2737 0.7130 -1.8606
H 2.7288 1.7511 -1.9165
H 1.1138 2.4325 -2.3401
V 0.3107 1.5199 1.8496
C -2.6376 -3.1504 -1.1223
C -2.4147 -2.1958 -0.2125
C -2.2479 -0.7200 -0.4047
C -2.0954 -0.2303 -1.8706
C -0.8283 -0.6561 -2.5056
C -0.4623 -1.8260 -3.0488
C -1.2941 -3.0521 -3.2997
C -2.6646 -3.0736 -2.6165
C -0.8774 2.8878 0.5636
H -2.8405 -4.1750 -0.7790
H -2.3883 -2.5156 0.8369
H -1.3548 -0.3789 0.1698
H -3.0991 -0.1901 0.0655
H -2.9776 -0.5066 -2.4543
H -2.0764 0.8724 -1.8053
H -0.1554 0.1884 -2.6131
H 0.5668 -1.9263 -3.4137
H -0.7165 -3.9278 -2.9644
H -1.4700 -3.1858 -4.3816
H -3.2650 -2.2359 -2.9693
H -3.1341 -4.0023 -2.9685
H -1.7427 2.3147 0.9530
H -0.9324 3.1152 -0.5194
H -0.7173 3.7981 1.1724
O -1.2924 2.5122 3.2836
N -0.3392 2.6960 4.0802
O 0.8816 2.5505 3.7286
```



No. 6
C21H44BF3N6O7 | ωB97M-V with the def2-TZVPD basis set

* charge: 0
* E_LUMO: 0.26 eV

Geometry as XYZ:
```
82
C21H44BF3N6O7 (ωB97M-V with the def2-TZVPD basis set)
C 1.7259 -0.1777 1.2710
C 0.1797 -0.1526 1.3985
B -0.4236 -0.6853 2.7519
O -1.1727 0.1956 3.5385
C -0.3329 -2.2048 3.2725
C -1.4442 -2.9766 2.5227
N -1.0791 -3.4201 1.1816
C 1.0241 -2.9434 3.2039
C 1.7595 -2.5525 4.5227
C 3.0532 -1.7738 4.4117
O 3.7876 -1.9482 5.6290
C 5.0512 -1.5044 5.5970
F 5.5722 -1.6148 6.8142
F 5.8264 -2.2124 4.7454
F 5.1460 -0.2148 5.2108
C 0.6609 -1.8763 5.3376
O 0.8098 -1.1115 6.2757
N -0.5351 -2.2622 4.7568
H 2.1565 0.8135 1.4318
H 2.0175 -0.5143 0.2714
H 2.2110 -0.8543 1.9748
H -0.1555 0.8845 1.2799
H -0.2405 -0.6979 0.5410
H -2.1188 0.1262 3.3608
H -2.3200 -2.3178 2.4072
H -1.7759 -3.8198 3.1373
H -0.5259 -4.2676 1.2143
H -0.5090 -2.7265 0.7085
H 0.7755 -4.0038 3.3312
H 1.5785 -2.8186 2.2766
H 1.9585 -3.5012 5.0298
H 2.8543 -0.7087 4.2439
H 3.6344 -2.1372 3.5559
H -1.3576 -1.7990 5.1209
C -2.4067 -1.1033 -4.2021
N -1.6881 -1.0381 -2.9419
C -1.8318 0.1516 -2.1192
C -0.8986 -2.0302 -2.5084
O -0.2724 -2.0088 -1.4614
H -2.1072 -0.2827 -4.8473
H -3.4812 -1.0293 -4.0301
H -2.1941 -2.0513 -4.6955
H -0.8608 0.6231 -1.9605
H -2.2428 -0.1111 -1.1430
H -2.4941 0.8495 -2.6252
H -0.8621 -2.8903 -3.1969
C -1.7453 4.2573 -7.6001
N -2.4549 3.1396 -7.0018
C -3.3109 2.3172 -7.8423
C -2.3483 2.8401 -5.7016
O -2.9041 1.8980 -5.1556
H -2.4576 4.9542 -8.0450
H -1.0692 3.8846 -8.3693
H -1.1687 4.7821 -6.8401
H -4.3331 2.3445 -7.4625
H -2.9770 1.2827 -7.8252
H -3.2847 2.6859 -8.8632
H -1.6879 3.5318 -5.1528
C 0.6784 0.8728 8.5580
N 0.1366 1.9872 9.3165
C 1.0409 2.9015 9.9892
C -1.1860 2.2080 9.4197
O -1.6887 3.1263 10.0410
H 1.2654 0.2216 9.2086
H 1.3194 1.2353 7.7543
H -0.1257 0.2939 8.1172
H 0.8487 2.9091 11.0627
H 0.9030 3.9177 9.6179
H 2.0651 2.5853 9.8069
H -1.7896 1.4622 8.8749
C 1.9378 -0.2278 -8.6281
N 0.8053 0.6763 -8.6660
C -0.1155 0.7075 -7.5404
C 0.5760 1.4872 -9.7136
O -0.3548 2.2694 -9.8030
H 1.5997 -1.2622 -8.5434
H 2.5823 0.0010 -7.7774
H 2.5185 -0.1253 -9.5423
H -1.1160 0.4491 -7.8794
H -0.1448 1.7088 -7.1126
H 0.2056 -0.0044 -6.7844
H 1.3281 1.3808 -10.5124
```



No. 7
C4H8OS | ωB97M-V with the def2-TZVPD basis set

* charge: 0
* energy above the lowest of the compared OMol25 structures with the same formula, charge and spin: 135.0 kJ/mol
* E_LUMO: 0.68 eV

Geometry as XYZ:
```
14
C4H8OS (ωB97M-V with the def2-TZVPD basis set)
C -0.9819 -1.0086 -0.6877
C -0.5985 -0.2411 0.5714
C -0.2068 1.2218 0.4301
O -0.0892 1.8121 -0.8270
C 0.8486 0.2537 0.8503
S 2.1880 0.0112 -0.2830
H -2.1262 -0.9148 -0.7959
H -0.7365 -2.1150 -0.6145
H -0.5226 -0.5066 -1.5479
H -1.1870 -0.5547 1.4778
H -0.6111 1.9207 1.1067
H 0.5701 1.2413 -1.3313
H 1.1845 0.2156 1.8987
H 2.2687 -1.3357 -0.2475
```



No. 8
C4H33N2O12 | ωB97M-V with the def2-TZVPD basis set

* charge: +1
* energy above the lowest of the compared OMol25 structures with the same formula, charge and spin: 210.9 kJ/mol
* E_LUMO: -2.66 eV

Geometry as XYZ:
```
51
C4H33N2O12 (ωB97M-V with the def2-TZVPD basis set)
C 2.2544 -1.4569 -1.7768
C 2.4165 -1.7674 -0.3305
C 2.2411 -0.5822 0.6385
C 0.8462 -0.6830 1.2930
N 0.4196 -0.2407 2.5076
O 0.0347 -1.4157 0.6948
N 0.8096 -1.7251 -2.1532
H 2.8779 -2.1398 -2.3600
H 2.3766 -0.4462 -2.1579
H 3.4485 -2.0961 -0.1583
H 1.6997 -2.5100 -0.0020
H 2.4812 0.4010 0.2317
H 2.9661 -0.5799 1.4688
H -0.5539 -0.3214 2.7515
H 0.9413 0.5285 2.8946
H 0.4535 -0.9039 -2.6590
H 0.6811 -2.4965 -2.8072
H 0.2121 -1.8175 -1.3146
H -5.6694 -0.1434 -0.1667
H -4.4318 0.1668 -0.9149
O -5.2715 0.5841 -0.6659
H 1.6495 3.4363 0.3693
H 0.6729 3.2269 -0.7032
O 1.6408 3.3145 -0.5925
H -1.7789 0.3627 -0.8133
H -2.5667 -0.8657 -1.3229
O -2.3956 0.0630 -1.4764
H 0.4359 1.4055 -1.3312
H 0.9337 1.7619 -2.7969
O 0.8375 1.0544 -2.1501
H -2.3169 -3.5663 2.2455
H -2.0320 -4.0638 0.8920
O -1.8717 -3.2746 1.4357
H -2.2427 -2.3606 -4.2864
H -2.5125 -3.1501 -2.9806
O -1.8509 -2.6218 -3.4528
H -1.4384 2.1594 -1.2621
H -1.6354 2.6248 0.1412
O -0.9703 2.1744 -0.3939
H 1.4206 -2.2195 3.5464
H 2.3103 -2.1006 4.6750
O 2.3358 -2.3961 3.7611
H -0.4835 3.0606 3.2836
H -0.3014 2.5304 4.6981
O 0.1940 2.8448 3.9376
H 2.1196 2.6678 2.7146
H 3.5802 2.5279 2.4908
O 2.7399 2.3628 2.0422
H -2.8755 3.5100 -2.1822
H -2.5791 2.1301 -2.7416
O -2.2523 3.0464 -2.7605
```



Question: Which of these has the lowest charge?
Answer: C39H44BrCsN6O2



Question: What is the charge in the third record?
Answer: +2



Question: Which formula does entry 2 have?
Answer: C5H8N2